[1]
Below is a 5-piece molecular cluster, C53H62Cl2F2IN5O3S overall in a non-equilibrium geometry, with properties calculated with the ωB97M-V functional and the def2-TZVPD basis.

Results
orbital gap: 7.32 eV
relative energy (zero: lowest compared OMol25 entry of this formula, charge and spin): 4227.2 kJ/mol
DFT total energy: -4370.657735 Ha
SMILES: CC[C@H](I)c1c2c(cc(COc3ccccc3)c1[C@@H](C)F)N(CCCF)c1c(OC(=O)c3ccccc3)ccc(/C(Cl)=C(/C)Cl)c1S2.CCCC#N.CCCC#N.CCCC#N.CCCC#N

```
! wB97M-V def2-TZVPD RIJCOSX def2/J DEFGRID3
* xyz 0 1
C -0.3192 2.6788 1.1905
C -1.1303 1.8072 2.3225
C -2.5002 1.1113 1.6614
I -3.3734 -0.4353 3.0138
C -2.2059 0.5002 0.1325
C -1.0418 -0.6884 -0.0433
C -0.6480 -1.3132 -1.5067
C -1.5001 -0.7434 -2.8085
C -2.6962 0.4173 -2.6922
C -3.4001 0.8582 -4.1039
O -4.8038 0.4507 -4.2625
C -5.0316 -0.9511 -3.8819
C -6.3674 -1.2714 -2.9275
C -6.7601 -2.8146 -2.4235
C -5.8332 -4.1060 -2.8528
C -4.5402 -3.7941 -3.8301
C -4.1392 -2.2502 -4.3319
C -3.0512 1.0593 -1.1987
C -4.2250 2.2021 -1.1405
C -3.8876 3.5469 -2.0766
F -5.5258 1.5806 -1.5936
N 0.3866 -2.3767 -1.7929
C -0.1991 -3.7677 -1.8820
C -0.7753 -4.1034 -3.4039
C 0.2137 -3.6003 -4.6138
F -0.6970 -3.2508 -5.7679
C 1.5931 -2.2962 -0.8873
C 3.0862 -2.7159 -1.5135
O 3.3161 -3.1215 -2.9090
C 3.7431 -1.9985 -3.7578
O 3.2170 -1.8023 -4.9990
C 4.9296 -0.8968 -3.3423
C 6.4817 -1.4943 -3.4201
C 7.7356 -0.4962 -2.9796
C 7.3302 1.0434 -2.4816
C 5.7924 1.6125 -2.4287
C 4.5489 0.6253 -2.8625
C 4.4095 -2.6752 -0.4925
C 4.3544 -2.2302 1.0842
C 2.8890 -1.7968 1.6944
C 2.8682 -1.3418 3.2897
Cl 1.9487 -2.3445 4.6009
C 3.6283 -0.0889 3.6448
C 3.7547 0.4874 5.2089
Cl 4.5242 0.9713 2.3611
C 1.5832 -1.8557 0.7054
S -0.0819 -1.4100 1.4433
H 0.2080 1.9969 0.3989
H 0.4607 3.4510 1.6422
H -1.0961 3.3458 0.5779
H -0.4761 1.0468 2.9250
H -1.5281 2.6003 3.1212
H -3.3007 1.9752 1.6573
H -1.2387 -1.1806 -3.8735
H -3.3268 2.0225 -4.3425
H -2.8037 0.3351 -4.9962
H -7.1158 -0.4293 -2.5615
H -7.7089 -3.0538 -1.7498
H -6.0083 -5.2181 -2.5322
H -3.8116 -4.6601 -4.2094
H -3.2062 -2.0671 -5.0152
H -4.4505 2.6302 -0.0699
H -2.7107 3.7301 -2.1571
H -4.3889 4.4663 -1.5195
H -4.4148 3.4628 -3.1184
H 0.7035 -4.5317 -1.7223
H -0.9807 -3.9903 -1.0361
H -1.0009 -5.2535 -3.5610
H -1.7825 -3.5102 -3.5170
H 0.9083 -4.4710 -5.0438
H 0.8137 -2.6178 -4.3863
H 6.7568 -2.5884 -3.7429
H 8.8559 -0.8706 -2.9823
H 8.2310 1.7167 -2.1462
H 5.5044 2.6974 -2.0529
H 3.4053 0.9095 -2.8345
H 5.4514 -3.0060 -0.9384
H 5.3133 -2.2373 1.7584
H 3.0032 1.3859 5.2714
H 4.8545 0.9155 5.3870
H 3.5085 -0.3403 6.0099
C -12.5533 -1.0771 -2.1427
C -11.1306 -0.6363 -2.4720
C -10.2099 -1.8081 -2.8188
C -10.1208 -2.7586 -1.6360
N -10.0468 -3.5470 -0.6546
H -12.5824 -1.7217 -1.2584
H -13.1812 -0.2061 -1.9297
H -12.9994 -1.6225 -2.9822
H -10.7234 -0.0839 -1.6162
H -11.1607 0.0581 -3.3188
H -9.2074 -1.4394 -3.0600
H -10.5906 -2.3518 -3.6902
C 8.3300 -4.7454 4.9334
C 6.9477 -5.1341 4.4189
C 6.0932 -3.9240 4.0364
C 5.8841 -3.0378 5.2536
N 5.7105 -2.3028 6.2634
H 8.2676 -4.1511 5.8505
H 8.9143 -5.6412 5.1668
H 8.8793 -4.1655 4.1829
H 6.4351 -5.7229 5.1895
H 7.0637 -5.7817 3.5428
H 5.1192 -4.2554 3.6614
H 6.5811 -3.3425 3.2467
C 1.7119 6.1970 -0.3457
C 1.4120 6.2863 -1.8386
C 1.7676 5.0046 -2.5947
C 3.2542 4.7210 -2.4538
N 4.4876 4.4859 -2.3369
H 2.7802 6.0524 -0.1559
H 1.4158 7.1230 0.1574
H 1.1640 5.3675 0.1157
H 1.9657 7.1335 -2.2615
H 0.3457 6.4982 -1.9748
H 1.5215 5.1141 -3.6561
H 1.1996 4.1550 -2.2003
C 0.8264 4.0090 8.2385
C 2.2698 4.4879 8.3570
C 2.6484 5.5081 7.2814
C 2.4967 4.8825 5.9044
N 2.3709 4.3635 4.7621
H 0.6493 3.4895 7.2914
H 0.5925 3.3046 9.0432
H 0.1270 4.8500 8.3071
H 2.9375 3.6197 8.2978
H 2.4146 4.9389 9.3449
H 3.6861 5.8300 7.4177
H 2.0067 6.3933 7.3478
*
```

Mulliken population analysis, charges in e, atoms 1 to 99: atom 1 (C): -0.634, atom 2 (C): -0.299, atom 3 (C): -1.189, atom 4 (I): 0.046, atom 5 (C): 0.295, atom 6 (C): 0.830, atom 7 (C): -0.818, atom 8 (C): -0.578, atom 9 (C): 0.477, atom 10 (C): -0.819, atom 11 (O): -0.412, atom 12 (C): 0.474, atom 13 (C): -0.311, atom 14 (C): -0.277, atom 15 (C): -0.612, atom 16 (C): -0.305, atom 17 (C): -0.260, atom 18 (C): -0.091, atom 19 (C): 0.165, atom 20 (C): -0.985, atom 21 (F): -0.323, atom 22 (N): 1.129, atom 23 (C): -0.528, atom 24 (C): 0.140, atom 25 (C): 0.023, atom 26 (F): -0.367, atom 27 (C): -0.530, atom 28 (C): -0.063, atom 29 (O): -0.376, atom 30 (C): 0.093, atom 31 (O): -0.520, atom 32 (C): 0.514, atom 33 (C): -0.334, atom 34 (C): -0.421, atom 35 (C): -0.412, atom 36 (C): -0.192, atom 37 (C): -0.144, atom 38 (C): -0.380, atom 39 (C): -0.308, atom 40 (C): -0.158, atom 41 (C): 0.097, atom 42 (Cl): -0.167, atom 43 (C): 0.266, atom 44 (C): -0.952, atom 45 (Cl): -0.164, atom 46 (C): 0.708, atom 47 (S): -0.195, atom 48 (H): 0.182, atom 49 (H): 0.252, atom 50 (H): 0.151, atom 51 (H): 0.201, atom 52 (H): 0.361, atom 53 (H): 0.422, atom 54 (H): 0.187, atom 55 (H): 0.290, atom 56 (H): 0.315, atom 57 (H): 0.335, atom 58 (H): 0.261, atom 59 (H): 0.305, atom 60 (H): 0.314, atom 61 (H): 0.368, atom 62 (H): 0.182, atom 63 (H): 0.179, atom 64 (H): 0.340, atom 65 (H): 0.305, atom 66 (H): 0.354, atom 67 (H): 0.292, atom 68 (H): 0.450, atom 69 (H): -0.456, atom 70 (H): 0.267, atom 71 (H): -0.039, atom 72 (H): 0.333, atom 73 (H): 0.294, atom 74 (H): 0.283, atom 75 (H): 0.279, atom 76 (H): 0.299, atom 77 (H): 0.224, atom 78 (H): 0.339, atom 79 (H): 0.259, atom 80 (H): 0.307, atom 81 (H): 0.300, atom 82 (C): -1.189, atom 83 (C): -0.494, atom 84 (C): 0.205, atom 85 (C): 0.204, atom 86 (N): -0.525, atom 87 (H): 0.354, atom 88 (H): 0.349, atom 89 (H): 0.294, atom 90 (H): 0.292, atom 91 (H): 0.358, atom 92 (H): -0.122, atom 93 (H): 0.316, atom 94 (C): -1.179, atom 95 (C): -0.613, atom 96 (C): 0.007, atom 97 (C): 0.290, atom 98 (N): -0.549, atom 99 (H): 0.352

***

[2]
Below is a 10-piece molecular cluster, C53H64BrN10O2S overall in a non-equilibrium geometry, with properties calculated with the ωB97M-V functional and the def2-TZVPD basis.

Results
orbital gap: 7.75 eV
DFT total energy: -5727.872337 Ha

```
! wB97M-V def2-TZVPD RIJCOSX def2/J DEFGRID3
* xyz 1 1
C 3.0322 -0.8769 -0.0536
C 1.6713 -0.5660 0.5292
O 1.8331 -0.6091 1.9574
C 1.1306 0.7901 0.0699
N -0.3410 0.8242 0.0358
C -0.9692 1.3320 1.2586
C -2.1072 0.4533 1.7298
O -1.5450 -0.5947 2.6324
S -2.0343 -2.0827 2.5254
C -1.2831 -2.8154 1.0776
C -1.6857 -2.2660 -0.2842
C -3.1890 -2.3453 -0.5798
Br -0.6635 -3.3227 -1.5589
H 3.7627 -0.2177 0.4165
H 3.3188 -1.9039 0.1591
H 3.0591 -0.6914 -1.1251
H 0.9271 -1.3049 0.2171
H 0.9682 -0.6120 2.3684
H 1.5389 1.5685 0.7229
H 1.5160 1.0027 -0.9249
H -0.6064 1.4228 -0.7333
H -1.3411 2.3512 1.1488
H -0.2281 1.3471 2.0625
H -2.7857 1.0407 2.3433
H -2.6611 0.0112 0.9075
H -3.3132 -1.9871 2.0982
H -1.5615 -3.8731 1.1501
H -0.2070 -2.7629 1.2555
H -1.3231 -1.2462 -0.3985
H -3.7122 -2.9817 0.1364
H -3.6460 -1.3568 -0.6003
H -3.3519 -2.7865 -1.5583
N -1.5405 1.9080 7.5463
C -1.7771 1.3337 6.3719
C -1.4436 0.0206 6.0783
C -0.8276 -0.7414 7.0595
C -0.5720 -0.1583 8.2887
C -0.9488 1.1646 8.4785
H -2.2589 1.9630 5.6292
H -1.6626 -0.3828 5.0988
H -0.5491 -1.7709 6.8721
H -0.0930 -0.7153 9.0846
H -0.7679 1.6576 9.4269
N 2.1559 2.1621 -3.1559
C 2.8286 1.3318 -3.9533
C 3.3302 1.6901 -5.1948
C 3.1171 2.9853 -5.6367
C 2.4189 3.8628 -4.8225
C 1.9631 3.4044 -3.5969
H 2.9726 0.3255 -3.5735
H 3.8686 0.9772 -5.8062
H 3.4905 3.3029 -6.6016
H 2.2313 4.8829 -5.1279
H 1.4174 4.0637 -2.9302
N -4.2364 2.7439 1.2077
C -4.6350 3.3620 0.0931
C -4.8547 4.7265 0.0071
C -4.6505 5.4988 1.1377
C -4.2388 4.8769 2.3060
C -4.0469 3.5051 2.2869
H -4.7844 2.7247 -0.7719
H -5.1643 5.1845 -0.9223
H -4.8035 6.5665 1.1008
H -4.0669 5.4414 3.2124
H -3.7251 2.9855 3.1858
N 4.4298 0.0368 -8.1045
C 5.6374 0.1453 -8.6554
C 6.0140 -0.5142 -9.8150
C 5.0869 -1.3342 -10.4370
C 3.8264 -1.4586 -9.8758
C 3.5496 -0.7542 -8.7147
H 6.3358 0.7942 -8.1383
H 7.0090 -0.3865 -10.2178
H 5.3421 -1.8667 -11.3438
H 3.0716 -2.0874 -10.3270
H 2.5735 -0.8229 -8.2466
N -4.8080 7.1254 -2.5442
C -6.0323 7.5669 -2.8281
C -6.3345 8.3285 -3.9464
C -5.3082 8.6519 -4.8189
C -4.0285 8.2017 -4.5369
C -3.8327 7.4446 -3.3920
H -6.8087 7.2956 -2.1201
H -7.3483 8.6584 -4.1263
H -5.5022 9.2453 -5.7028
H -3.1973 8.4323 -5.1886
H -2.8460 7.0754 -3.1334
N 2.6660 -6.6303 -1.9080
C 1.5668 -6.0876 -1.3918
C 0.8311 -6.6627 -0.3683
C 1.2602 -7.8748 0.1503
C 2.4026 -8.4519 -0.3760
C 3.0726 -7.7947 -1.4014
H 1.2649 -5.1372 -1.8231
H -0.0594 -6.1753 0.0077
H 0.7127 -8.3604 0.9482
H 2.7723 -9.3971 -0.0026
H 3.9706 -8.2136 -1.8440
N 0.1246 -2.4751 11.0879
C 0.2789 -3.7971 11.0485
C -0.4655 -4.6808 11.8144
C -1.4231 -4.1647 12.6721
C -1.5952 -2.7914 12.7269
C -0.8001 -1.9951 11.9174
H 1.0422 -4.1625 10.3701
H -0.2948 -5.7459 11.7408
H -2.0232 -4.8210 13.2887
H -2.3281 -2.3439 13.3836
H -0.9056 -0.9155 11.9330
N -2.5832 7.8105 0.4023
C -2.7059 9.0817 0.0272
C -1.9566 10.1171 0.5662
C -1.0283 9.8167 1.5493
C -0.8876 8.4976 1.9505
C -1.6859 7.5381 1.3473
H -3.4433 9.2733 -0.7457
H -2.0993 11.1319 0.2216
H -0.4248 10.5963 1.9955
H -0.1763 8.2173 2.7151
H -1.6074 6.4937 1.6344
N 5.0646 -9.3984 -3.4687
C 4.9528 -10.6984 -3.2029
C 5.0750 -11.6929 -4.1602
C 5.3241 -11.3172 -5.4701
C 5.4413 -9.9687 -5.7642
C 5.3053 -9.0535 -4.7317
H 4.7551 -10.9531 -2.1666
H 4.9773 -12.7336 -3.8840
H 5.4256 -12.0626 -6.2480
H 5.6352 -9.6299 -6.7723
H 5.3930 -7.9892 -4.9199
*
```

Mulliken population analysis, charges in e, atoms 1 to 99: atom 1 (C): -1.513, atom 2 (C): 1.972, atom 3 (O): -0.591, atom 4 (C): -0.730, atom 5 (N): -0.166, atom 6 (C): -0.857, atom 7 (C): -0.030, atom 8 (O): -0.094, atom 9 (S): 0.237, atom 10 (C): -0.873, atom 11 (C): 0.820, atom 12 (C): -1.306, atom 13 (Br): 0.012, atom 14 (H): 0.405, atom 15 (H): 0.420, atom 16 (H): 0.211, atom 17 (H): -0.908, atom 18 (H): 0.260, atom 19 (H): 0.347, atom 20 (H): 0.194, atom 21 (H): 0.248, atom 22 (H): 0.425, atom 23 (H): 0.431, atom 24 (H): 0.003, atom 25 (H): 0.220, atom 26 (H): 0.242, atom 27 (H): 0.604, atom 28 (H): 0.358, atom 29 (H): -0.254, atom 30 (H): 0.257, atom 31 (H): 0.349, atom 32 (H): 0.435, atom 33 (N): -0.516, atom 34 (C): -0.386, atom 35 (C): 0.180, atom 36 (C): -0.593, atom 37 (C): -0.256, atom 38 (C): -0.336, atom 39 (H): 0.442, atom 40 (H): 0.197, atom 41 (H): 0.388, atom 42 (H): 0.475, atom 43 (H): 0.387, atom 44 (N): -0.244, atom 45 (C): -0.204, atom 46 (C): -0.548, atom 47 (C): -0.175, atom 48 (C): -0.693, atom 49 (C): -0.156, atom 50 (H): 0.384, atom 51 (H): 0.416, atom 52 (H): 0.408, atom 53 (H): 0.367, atom 54 (H): 0.377, atom 55 (N): -0.303, atom 56 (C): -0.448, atom 57 (C): -0.158, atom 58 (C): -0.068, atom 59 (C): -0.666, atom 60 (C): -0.140, atom 61 (H): 0.369, atom 62 (H): 0.318, atom 63 (H): 0.349, atom 64 (H): 0.428, atom 65 (H): 0.330, atom 66 (N): -0.289, atom 67 (C): -0.115, atom 68 (C): -0.596, atom 69 (C): -0.135, atom 70 (C): -0.636, atom 71 (C): -0.076, atom 72 (H): 0.363, atom 73 (H): 0.360, atom 74 (H): 0.369, atom 75 (H): 0.356, atom 76 (H): 0.372, atom 77 (N): -0.149, atom 78 (C): -0.061, atom 79 (C): -0.663, atom 80 (C): -0.176, atom 81 (C): -0.580, atom 82 (C): -0.268, atom 83 (H): 0.370, atom 84 (H): 0.363, atom 85 (H): 0.381, atom 86 (H): 0.370, atom 87 (H): 0.424, atom 88 (N): -0.514, atom 89 (C): -0.136, atom 90 (C): 0.031, atom 91 (C): -0.527, atom 92 (C): -0.330, atom 93 (C): -0.252, atom 94 (H): 0.197, atom 95 (H): 0.259, atom 96 (H): 0.383, atom 97 (H): 0.368, atom 98 (H): 0.500, atom 99 (N): -0.443